Below is C32H41CsN3O7P2S as an isolated structure, with properties calculated with wB97M-V/def2-TZVPD.

Element x y z (Å)
C -1.682 1.149 -0.491
C -3.906 0.689 2.769
H -5.172 -1.024 3.658
H 1.717 0.854 -1.403
H -2.209 -3.824 4.316
O -7.438 -0.117 1.109
P -6.321 0.870 0.663
H -5.069 -5.231 5.102
C 0.221 0.550 2.266
H 1.666 4.941 -3.474
H 3.241 3.493 -5.890
C 5.007 -2.457 -1.255
C -1.477 -1.264 3.314
C 3.869 4.293 -3.188
H -1.282 3.139 2.241
O -0.597 1.911 -5.263
N -1.200 2.572 -7.406
C 3.317 3.583 -1.840
H 3.560 4.155 -0.882
H 2.873 5.848 -4.584
C 3.668 1.504 -0.320
H 2.172 3.518 -1.936
H -3.996 -4.694 7.489
H 4.589 5.148 -2.921
C 2.291 3.667 -5.234
H 5.851 -1.777 -1.613
C -1.752 2.430 0.147
C -2.145 2.583 1.712
H -5.258 -0.988 -0.055
H 5.110 -2.639 -0.118
O 0.082 -2.874 4.505
H -6.339 1.818 3.437
C -4.090 -0.713 3.412
H 1.395 -4.392 2.159
C 1.046 -0.667 1.598
C 3.929 2.097 -1.798
C 5.007 -3.925 -1.937
N -1.978 1.491 -7.075
C -1.619 1.071 -5.757
H -4.264 -6.527 5.861
H 4.935 -4.731 -1.114
P -5.369 1.857 2.384
H -4.734 -2.757 5.836
C 0.862 -2.096 2.235
H 3.042 -2.268 -2.331
C -0.345 2.873 -6.273
O 6.214 -4.044 -2.729
H -0.806 0.798 -1.146
H 3.759 -0.624 -1.932
C 2.497 -3.157 0.434
C -1.294 0.166 2.672
S 0.854 4.292 -6.256
H 4.438 3.514 -3.815
C -2.446 1.151 2.391
Cs 2.345 6.060 -6.517
H -3.912 -3.716 3.642
H 5.060 2.158 -1.965
H -2.430 -4.941 6.512
H -3.053 3.296 1.803
N -4.169 -5.585 5.462
H 6.933 -3.503 -2.322
C -0.155 -2.177 3.488
C 2.678 -1.736 -0.209
C -3.542 -4.634 6.430
C 1.954 -0.461 0.365
O -7.064 1.989 -0.402
H -1.557 3.345 -0.522
C 2.640 4.818 -4.090
O -5.165 -0.023 -0.226
C -3.645 -3.118 5.870
C -3.149 -3.179 4.326
C 3.619 -1.677 -1.519
H 3.415 1.431 -2.593
O 0.715 1.686 2.490
H -2.610 0.473 -0.364
H 1.973 2.680 -4.736
H 4.118 -4.106 -2.635
C -2.906 -1.714 3.697
H 3.025 -4.095 0.024
H -2.069 0.199 -5.186
C 2.119 0.970 -0.322
H 1.499 1.800 0.154
H -2.969 -2.455 6.512
C 1.583 -3.365 1.671
H -7.745 1.498 -0.934
H 3.742 2.286 0.510
H 4.298 0.562 -0.089

Forces on the atoms, in the same order (eV/Å):
C -0.8716 1.7569 1.0782
C 2.7587 -2.8307 0.7653
H 1.9840 0.4167 -0.4042
H 0.8235 0.1845 1.5602
H -1.1337 1.2099 -0.2236
O 2.9530 2.4121 -0.9138
P -4.3253 -4.2319 -1.2025
H 0.5950 -0.4915 0.6018
C 0.3837 1.1613 0.5071
H 1.6976 -0.0636 -0.9128
H -1.7770 0.0409 1.0029
C -1.1620 -0.2481 0.5836
C -2.5005 2.2234 -0.7329
C -0.5305 0.2362 0.2599
H -1.1927 -1.2464 -0.9548
O -1.0252 0.4011 -1.7578
N 2.6574 0.4778 4.4210
C 0.0810 -0.7274 -1.1888
H -0.1971 -0.7274 -1.4658
H 0.1859 -2.6296 3.2319
C -1.3925 -1.4230 -0.8344
H 1.6243 0.0333 0.3715
H 0.6251 0.2026 -1.4922
H -1.1215 -1.2721 -0.5415
C 1.0074 0.1242 1.2373
H -0.9295 -1.2578 0.3282
C 0.1647 -2.2755 -0.8089
C -1.0275 0.1274 -0.8662
H -0.2918 0.9962 0.1689
H 0.0062 0.6324 -1.7975
O -1.0206 2.3073 -3.6780
H 0.2370 -0.9374 -0.6366
C 2.4748 0.8497 -0.8713
H 0.4344 1.9257 -0.9182
C 1.0280 -2.3417 -0.9144
C 0.1364 0.6208 1.5979
C 0.4299 0.7959 0.3549
N 2.0697 -0.5419 4.7132
C 0.2036 2.6938 -4.0946
H -0.1553 0.7928 -0.2803
H 0.3606 1.1104 -1.1994
P 2.0217 0.7647 -0.2593
H 1.5638 -0.4126 0.5043
C 1.0922 0.4448 -1.9152
H 0.9063 1.0421 1.1906
C -3.3413 -3.0735 -2.5539
O -0.1009 0.1670 0.7175
H -1.9764 1.1397 0.0628
H -0.1508 -1.4356 0.8583
C -1.9715 2.5223 1.8260
C -1.5682 -0.8394 0.3607
S -6.1649 -8.2247 1.2280
H -0.6781 1.2075 0.9929
C -0.3639 -2.2506 1.2754
Cs 4.5636 8.1189 -5.0214
H 1.0950 0.9112 1.3278
H -1.5552 -0.0899 -0.0355
H -1.6717 0.6886 -0.0674
H 1.2796 -1.3686 0.0678
N -0.0193 0.4835 0.4473
H -1.0412 -0.7794 -0.3260
C 0.5017 -0.7471 1.0387
C -1.4611 -0.4282 1.8444
C 0.1836 0.4476 0.2366
C -0.5452 -2.8147 1.6729
O 1.7103 -1.7069 1.2170
H 0.8380 -1.1499 1.7428
C -0.0582 -0.9119 0.7779
O -1.1152 1.5430 1.0528
C 0.1109 -1.2544 -0.8959
C -0.1198 0.7854 -0.2294
C -1.0493 -0.8440 0.4528
H 1.0165 1.0759 1.2195
O -1.6403 -3.9717 -1.0380
H 2.3016 0.3249 0.7447
H 0.4994 1.6583 -0.7273
H 1.2956 0.4755 0.8673
C 1.0175 2.2694 -1.0106
H -0.8771 1.8663 0.5283
H 1.0130 1.5427 -0.6608
C 0.1244 -0.3318 -0.0399
H 0.5210 -1.5794 -0.3599
H -1.1086 -0.7665 -1.0697
C 0.2166 3.9583 -1.3806
H 0.8274 0.3180 0.8671
H 0.2588 -1.1289 -1.2832
H -0.6477 1.8669 -0.3412

Its net charge is +1. As for the HOMO energy: -0.371 Eh.

How positive or negative is each atom? The Mulliken charges in e answer that: -0.37 0.01 0.34 0.21 0.30 -0.67 0.95 0.18 -0.11 0.53 0.49 -0.94 0.06 -0.61 0.31 -0.14 -0.24 -0.43 0.40 0.19 -0.90 0.05 0.31 0.39 -1.00 0.48 -0.07 -0.96 0.35 0.38 -0.53 0.12 -0.54 0.36 0.35 -0.49 -0.16 -0.31 0.03 0.23 0.20 -0.25 0.29 0.38 0.46 0.48 -0.55 0.11 -0.56 -0.24 0.38 -0.21 0.36 0.13 1.01 0.40 0.43 0.28 0.52 -0.47 0.31 -0.06 0.56 -0.63 -0.45 -0.53 0.29 -0.62 -0.50 -0.41 -0.69 0.03 0.13 -0.56 0.12 0.27 0.26 0.46 0.09 0.37 0.07 0.31 0.28 -1.02 0.35 0.41 0.44